Record 1
# C5H15NO

2 unconnected molecules or ions with the total composition C5H15NO in a non-equilibrium geometry (ωB97M-V/def2-TZVPD, the Open Molecules 2025 dataset).

Structure (XYZ):
```
22
C5H15NO ωB97M-V/def2-TZVPD
C -1.258 0.204 1.882
N 0.122 0.367 1.317
C 0.923 -0.033 2.385
C -0.249 0.385 -1.176
C 0.133 -0.466 0.027
C 1.443 -1.297 -0.204
H -1.994 0.557 1.156
H -1.578 -0.864 2.237
H -1.452 0.764 2.820
H 0.848 -1.023 2.764
H 0.729 0.640 3.336
H 1.985 0.349 2.136
H -1.291 0.153 -1.480
H 0.688 0.433 -1.931
H -0.432 1.504 -0.869
H -0.695 -1.174 0.187
H 1.365 -1.740 -1.191
H 2.286 -0.629 -0.007
H 1.460 -2.306 0.518
H -0.485 1.383 -5.195
H -1.699 1.136 -4.372
O -0.851 1.657 -4.337
```

Computed properties:
HOMO level = -8.6 eV
relative energy (zero: lowest compared OMol25 entry of this formula, charge and spin) = 2.889 eV
E_tot = -329.4014 Eh
M = 105.181 g/mol
LUMO energy = 0.0296 hartree
gap between HOMO and LUMO = 9.4303 eV

=====

Record 2
# C37H65Cl40N3O5S

20 unconnected molecules or ions with the total composition C37H65Cl40N3O5S in a non-equilibrium geometry (ωB97M-V/def2-TZVPD, the Open Molecules 2025 dataset).

Structure (XYZ):
```
151
C37H65Cl40N3O5S ωB97M-V/def2-TZVPD
C -3.770 -0.759 2.243
C -4.531 -1.453 1.027
O -4.196 -2.846 1.066
C -3.477 -3.268 -0.095
C -2.055 -2.574 -0.280
O -1.006 -3.529 -0.091
C 0.274 -2.928 0.136
C 1.172 -2.990 -1.165
O 1.015 -1.861 -2.038
C 1.698 -0.671 -1.533
C 0.678 0.515 -1.629
C 0.399 1.491 -0.596
C 1.204 1.454 0.768
C 2.596 2.173 0.439
O 2.675 3.484 1.044
C 3.916 4.037 0.890
C 4.095 5.471 1.496
O 4.843 3.533 0.312
C -0.608 2.585 -0.761
C -1.342 2.702 -1.980
N -2.357 3.722 -2.194
C -1.103 1.765 -3.113
N -1.676 1.754 -4.335
S -0.987 0.521 -5.225
N 0.024 -0.069 -4.050
C -0.081 0.667 -2.913
H -4.476 -0.692 3.101
H -2.945 -1.461 2.548
H -3.289 0.206 1.962
H -4.243 -0.958 0.059
H -5.619 -1.240 1.181
H -3.249 -4.360 0.066
H -4.101 -3.230 -1.029
H -2.046 -2.174 -1.336
H -1.906 -1.698 0.400
H 0.241 -1.885 0.547
H 0.780 -3.569 0.939
H 2.240 -3.200 -0.878
H 0.820 -3.913 -1.710
H 2.572 -0.485 -2.205
H 2.017 -0.892 -0.489
H 1.411 0.422 1.118
H 0.710 2.067 1.562
H 2.658 2.333 -0.676
H 3.459 1.513 0.685
H 3.296 5.609 2.277
H 5.078 5.563 2.011
H 3.928 6.275 0.737
H -0.823 3.334 0.027
H -1.847 4.566 -2.487
H -2.801 3.976 -1.309
C -0.199 -1.388 3.412
Cl -0.623 0.014 2.432
Cl 1.418 -1.235 4.114
H -0.918 -1.489 4.221
H -0.227 -2.270 2.778
C 8.038 4.304 2.724
Cl 7.162 5.778 3.151
Cl 9.661 4.670 2.127
H 8.122 3.676 3.607
H 7.486 3.780 1.948
C 4.257 -1.549 1.910
Cl 2.945 -2.731 1.806
Cl 4.512 -0.708 0.378
H 4.012 -0.817 2.677
H 5.174 -2.068 2.174
C -3.754 -1.286 -7.488
Cl -3.451 0.178 -6.539
Cl -3.037 -2.708 -6.729
H -4.826 -1.433 -7.577
H -3.315 -1.160 -8.474
C 3.598 -5.143 -3.288
Cl 3.870 -3.656 -2.379
Cl 4.309 -6.537 -2.462
H 2.528 -5.303 -3.390
H 4.052 -5.045 -4.270
C 1.251 -6.367 2.254
Cl 0.421 -4.859 2.680
Cl 2.895 -6.062 1.678
H 1.301 -7.001 3.134
H 0.688 -6.867 1.470
C -6.781 0.164 -4.678
Cl -7.106 -0.597 -3.116
Cl -7.173 -0.924 -6.018
H -7.388 1.061 -4.766
H -5.727 0.423 -4.732
C 1.364 5.698 -1.628
Cl 0.507 6.131 -0.142
Cl 0.464 6.207 -3.062
H 2.335 6.187 -1.630
H 1.493 4.619 -1.658
C 1.153 -1.375 -8.388
Cl 0.266 -0.987 -6.906
Cl 0.236 -0.908 -9.826
H 2.098 -0.838 -8.383
H 1.336 -2.445 -8.419
C -5.570 -0.293 5.889
Cl -6.433 1.199 6.275
Cl -3.934 0.045 5.317
H -5.511 -0.907 6.783
H -6.108 -0.827 5.109
C -5.976 -5.405 1.537
Cl -7.573 -5.948 2.078
Cl -5.451 -6.285 0.094
H -6.023 -4.346 1.304
H -5.258 -5.576 2.333
C 10.436 4.923 -1.445
Cl 11.831 5.563 -2.325
Cl 8.933 5.679 -1.985
H 10.373 3.852 -1.617
H 10.567 5.121 -0.386
C -4.503 -6.856 -3.462
Cl -3.299 -8.020 -2.898
Cl -3.921 -5.956 -4.859
H -5.411 -7.387 -3.731
H -4.710 -6.153 -2.659
C -9.148 -2.463 2.906
Cl -9.566 -1.054 1.926
Cl -7.545 -2.288 3.633
H -9.883 -2.573 3.697
H -9.151 -3.346 2.272
C -0.676 0.698 7.566
Cl -0.779 0.905 5.814
Cl -0.421 -0.999 7.997
H 0.156 1.286 7.942
H -1.602 1.041 8.016
C 4.004 -9.942 -1.341
Cl 4.280 -11.394 -2.310
Cl 2.734 -10.204 -0.139
H 4.925 -9.680 -0.828
H 3.704 -9.131 -1.999
C -1.403 3.984 10.070
Cl -1.504 4.182 8.317
Cl -1.149 2.290 10.508
H -0.571 4.574 10.445
H -2.331 4.328 10.518
C -5.102 4.555 5.156
Cl -6.399 5.602 5.746
Cl -3.982 4.124 6.452
H -5.540 3.646 4.753
H -4.554 5.078 4.377
C -2.979 8.362 -2.854
Cl -1.457 9.253 -2.963
Cl -2.703 6.635 -2.588
H -3.558 8.756 -2.024
H -3.529 8.490 -3.782
C 13.904 5.448 -5.476
Cl 13.779 5.687 -7.223
Cl 14.183 3.750 -5.076
H 14.733 6.039 -5.099
H 12.977 5.771 -5.010
```

Computed properties:
HOMO level = -8.2 eV
E_tot = -20794.9296 Eh
M = 2082.130 g/mol
LUMO energy = -0.0148 hartree
gap between HOMO and LUMO = 7.7901 eV

=====

Record 3
# C5H16NO

2 unconnected molecules or ions with the total composition C5H16NO in a non-equilibrium geometry (ωB97M-V/def2-TZVPD, the Open Molecules 2025 dataset).

Structure (XYZ):
```
23
C5H16NO ωB97M-V/def2-TZVPD
C 0.365 1.232 -0.893
C 0.406 0.758 0.577
C -0.698 -0.094 1.156
C -2.079 0.512 0.907
C -0.455 -0.477 2.615
N -0.034 0.071 -1.825
H -0.318 2.031 -1.134
H 1.339 1.478 -1.285
H 1.384 0.246 0.641
H 0.327 1.689 1.150
H -0.761 -1.014 0.570
H -2.814 -0.166 0.365
H -2.701 0.894 1.757
H -1.937 1.459 0.365
H 0.579 -0.784 2.810
H -1.138 -1.276 2.906
H -0.637 0.403 3.261
H -0.644 0.227 -2.640
H -0.454 -0.596 -1.178
H 0.749 -0.563 -2.180
H 2.387 -1.570 -0.994
H 2.526 -2.301 -2.376
O 2.135 -1.531 -1.935
```

Computed properties:
HOMO level (spin up / spin down) = -3.0 / -11.5 eV
relative energy (zero: lowest compared OMol25 entry of this formula, charge and spin) = 1.762 eV
E_tot = -329.9510 Eh
M = 106.189 g/mol
2S+1 = 2
LUMO energy (spin up / spin down) = 0.0296 / 0.0241 hartree
expectation value of S² = 0.7505
gap between HOMO and LUMO (spin up / spin down) = 3.7683 / 12.1344 eV

=====

Record 4
# C40H36BrCdCl6N5O6

A molecular structure, C40H36BrCdCl6N5O6 in a non-equilibrium geometry (ωB97M-V/def2-TZVPD, the Open Molecules 2025 dataset).

Structure (XYZ):
```
95
C40H36BrCdCl6N5O6 ωB97M-V/def2-TZVPD
Cd -0.126 -0.139 1.492
O -4.296 1.627 0.181
C -4.048 2.925 0.390
C -5.109 3.832 0.439
C -4.873 5.181 0.654
C -3.580 5.654 0.831
C -2.523 4.750 0.784
C -2.733 3.399 0.554
C -1.546 2.439 0.463
O -1.871 1.138 0.565
N -0.909 2.718 -0.889
N -0.342 1.787 -1.587
C 0.226 2.095 -2.709
C 0.854 1.115 -3.563
Br 0.624 -0.712 -3.066
C 1.556 1.322 -4.689
C 1.952 2.610 -5.277
C 2.047 2.707 -6.671
C 2.382 3.900 -7.292
C 2.651 5.032 -6.534
C 2.614 4.941 -5.149
C 2.281 3.746 -4.528
H -3.376 1.184 0.292
H -6.116 3.452 0.309
H -5.710 5.870 0.695
H -3.395 6.705 1.018
H -1.506 5.099 0.946
H -0.804 2.753 1.215
H -0.825 3.685 -1.185
H 0.231 3.128 -3.055
H 1.837 0.445 -5.260
H 1.836 1.828 -7.269
H 2.435 3.945 -8.374
H 2.898 5.970 -7.016
H 2.859 5.806 -4.544
H 2.318 3.676 -3.449
N -1.226 -1.557 -0.018
C -1.725 -2.914 0.228
C -2.544 -3.008 1.528
C -1.820 -3.598 2.753
C -1.046 -2.602 3.607
N 0.077 -2.043 2.854
H -1.983 -0.905 -0.203
H -0.607 -1.533 -0.822
H -0.864 -3.584 0.270
H -2.354 -3.236 -0.608
H -3.422 -3.627 1.329
H -2.910 -2.005 1.778
H -1.133 -4.385 2.422
H -2.562 -4.069 3.404
H -0.703 -3.119 4.512
H -1.696 -1.782 3.922
H 0.574 -2.765 2.323
H 0.738 -1.613 3.493
Cl -0.796 3.946 7.200
C -0.225 3.210 5.729
C 0.914 3.684 5.111
Cl 1.768 5.055 5.759
C 1.380 3.043 3.947
Cl 2.815 3.623 3.142
C 0.751 1.930 3.395
O 1.227 1.313 2.348
C -0.484 1.458 4.012
O -1.107 0.463 3.488
C -0.912 2.117 5.173
Cl -2.358 1.510 5.935
Cl 3.078 2.112 0.087
C 4.797 2.064 -0.041
C 5.511 3.214 0.222
C 6.891 3.222 0.089
C 7.534 2.048 -0.259
C 6.812 0.884 -0.480
Cl 7.769 -0.563 -0.660
C 5.405 0.850 -0.425
N 4.607 -0.247 -0.641
C 4.804 -1.265 -1.597
C 5.238 -0.968 -2.886
C 5.465 -1.973 -3.813
C 5.245 -3.298 -3.451
C 4.785 -3.581 -2.170
C 4.546 -2.579 -1.236
C 4.076 -2.915 0.140
C 2.567 -2.719 0.326
O 1.910 -3.786 0.444
O 2.156 -1.534 0.250
H 4.973 4.099 0.534
H 7.458 4.122 0.284
H 8.612 2.005 -0.324
H 3.731 -0.300 -0.147
H 5.405 0.070 -3.153
H 5.812 -1.724 -4.809
H 5.427 -4.100 -4.157
H 4.601 -4.610 -1.883
H 4.600 -2.307 0.886
H 4.265 -3.965 0.340
```

Computed properties:
HOMO level = -1.8 eV
relative energy (zero: lowest compared OMol25 entry of this formula, charge and spin) = 0.415 eV
E_tot = -7774.1609 Eh
M = 1087.791 g/mol
charge = -2
LUMO energy = 0.1406 hartree
gap between HOMO and LUMO = 5.5943 eV

=====

Record 5
# C12H25BN3O3

A gas-phase ion, C12H25BN3O3 (charge +1) in a non-equilibrium geometry (ωB97M-V/def2-TZVPD, the Open Molecules 2025 dataset).

Structure (XYZ):
```
44
C12H25BN3O3 ωB97M-V/def2-TZVPD
C -3.744 1.641 -0.454
O -3.800 1.281 -1.820
C -2.904 0.276 -2.177
C -1.439 0.727 -2.193
C -0.547 -0.477 -2.511
N 0.697 -0.506 -1.740
C 1.792 0.260 -2.083
B 1.956 1.303 -3.283
O 2.899 1.030 -4.237
O 1.145 2.399 -3.386
C 2.761 -0.027 -1.162
N 2.223 -0.947 -0.300
C 0.967 -1.233 -0.647
C 0.040 -2.191 0.003
C -0.245 -1.995 1.517
C 0.649 -1.036 2.294
C 0.133 -0.788 3.724
C 0.437 0.626 4.191
N 1.862 0.762 4.518
H -2.929 2.340 -0.260
H -4.670 2.136 -0.191
H -3.622 0.753 0.170
H -3.184 -0.046 -3.178
H -2.997 -0.599 -1.516
H -1.163 1.207 -1.258
H -1.342 1.453 -2.994
H -0.265 -0.470 -3.560
H -1.092 -1.405 -2.367
H 3.772 0.902 -3.852
H 1.467 3.137 -2.858
H 3.753 0.375 -1.084
H 2.658 -1.375 0.500
H 0.381 -3.205 -0.200
H -0.906 -2.098 -0.520
H -0.129 -2.971 1.984
H -1.286 -1.727 1.673
H 1.641 -1.490 2.381
H 0.784 -0.075 1.796
H 0.662 -1.451 4.405
H -0.939 -0.957 3.773
H -0.137 0.881 5.078
H 0.146 1.345 3.415
H 2.436 0.498 3.725
H 2.078 1.736 4.685
```

Computed properties:
HOMO level = -11.9 eV
relative energy (zero: lowest compared OMol25 entry of this formula, charge and spin) = 0.000 eV
E_tot = -886.9342 Eh
M = 270.162 g/mol
charge = +1
LUMO energy = -0.1004 hartree
gap between HOMO and LUMO = 9.1991 eV

=====

Record 6
# C47H62P2S4SbSiTc

A molecular structure, C47H62P2S4SbSiTc (ωB97M-V/def2-TZVPD, the Open Molecules 2025 dataset).

Structure (XYZ):
```
118
C47H62P2S4SbSiTc ωB97M-V/def2-TZVPD
Tc -0.221 -0.286 -1.708
C -2.288 -3.536 0.282
Si -0.897 -2.319 0.115
C -1.184 -1.131 1.562
C -1.311 -1.830 2.770
C -1.554 -1.163 3.960
C -1.707 0.216 3.962
C -1.582 0.926 2.780
C -1.290 0.266 1.585
P -1.241 1.147 0.014
C -2.979 1.738 -0.207
C -4.003 0.770 0.409
C -5.377 1.037 -0.218
C -5.607 2.539 -0.454
C -4.810 3.344 0.562
C -3.295 3.142 0.363
C -0.061 2.578 0.020
C -0.084 3.587 1.182
C 1.077 4.571 1.035
C 1.015 5.306 -0.299
C 1.012 4.321 -1.463
C -0.116 3.298 -1.336
C 0.724 -3.239 0.163
C 0.696 -4.627 0.306
C 1.813 -5.399 0.002
C 2.953 -4.786 -0.489
C 3.013 -3.399 -0.594
C 1.920 -2.623 -0.233
P 1.897 -0.804 -0.159
C 3.461 -0.203 -0.962
C 4.831 -0.578 -0.339
C 5.483 0.469 0.560
C 5.533 1.833 -0.109
C 4.127 2.278 -0.483
C 3.441 1.280 -1.412
C 1.985 -0.633 1.704
C 3.006 -1.577 2.370
C 2.835 -1.539 3.890
C 3.009 -0.128 4.434
C 2.014 0.818 3.774
C 2.136 0.786 2.249
H -2.254 -3.984 1.277
H -2.239 -4.331 -0.461
H -3.251 -3.035 0.188
H -1.202 -2.907 2.795
H -1.641 -1.721 4.882
H -1.923 0.740 4.884
H -1.728 1.997 2.797
H -3.122 1.760 -1.293
H -4.033 0.953 1.486
H -3.729 -0.281 0.318
H -6.152 0.630 0.435
H -5.454 0.505 -1.167
H -6.669 2.774 -0.389
H -5.296 2.819 -1.465
H -5.098 3.032 1.569
H -5.040 4.407 0.495
H -2.796 3.289 1.320
H -2.915 3.907 -0.314
H 0.918 2.080 0.048
H -0.025 3.093 2.149
H -1.017 4.151 1.157
H 2.024 4.026 1.110
H 1.056 5.278 1.866
H 1.851 6.000 -0.391
H 0.102 5.910 -0.335
H 1.969 3.790 -1.486
H 0.920 4.845 -2.416
H -0.032 2.575 -2.150
H -1.080 3.800 -1.457
H -0.215 -5.125 0.610
H 1.776 -6.474 0.115
H 3.811 -5.382 -0.772
H 3.920 -2.945 -0.965
H 3.384 -0.792 -1.881
H 5.502 -0.731 -1.192
H 4.792 -1.532 0.180
H 6.489 0.123 0.806
H 4.953 0.553 1.512
H 6.148 1.776 -1.013
H 6.005 2.565 0.546
H 4.151 3.248 -0.983
H 3.538 2.421 0.426
H 3.958 1.312 -2.377
H 2.423 1.611 -1.626
H 1.004 -0.997 2.014
H 4.023 -1.272 2.128
H 2.881 -2.601 2.021
H 3.548 -2.225 4.350
H 1.834 -1.906 4.146
H 4.029 0.216 4.231
H 2.886 -0.115 5.518
H 2.159 1.842 4.124
H 0.997 0.526 4.058
H 3.112 1.184 1.971
H 1.389 1.443 1.816
S -1.746 -0.853 -5.034
Sb 0.312 0.376 -5.491
S 1.361 -0.188 -3.388
S -1.892 0.481 -3.419
S -1.091 2.100 -4.480
C -5.090 -2.908 -3.486
C -4.842 -1.810 -2.655
C -3.572 -1.552 -2.185
C -2.491 -2.367 -2.525
C -1.127 -2.137 -2.037
C -0.114 -2.985 -2.556
C -0.374 -3.984 -3.496
C -1.665 -4.248 -3.861
C -2.742 -3.452 -3.398
C -4.047 -3.717 -3.855
H -6.091 -3.103 -3.845
H -5.661 -1.163 -2.375
H -3.400 -0.705 -1.537
H 0.906 -2.858 -2.247
H 0.445 -4.574 -3.883
H -1.881 -5.067 -4.538
H -4.210 -4.561 -4.514
```

Computed properties:
HOMO level (spin up / spin down) = -13.3 / -13.6 eV
E_tot = -4713.7822 Eh
M = 1065.075 g/mol
charge = +2
LUMO energy (spin up / spin down) = -0.2657 / -0.2784 hartree
gap between HOMO and LUMO (spin up / spin down) = 6.0597 / 5.9936 eV